Here is C5H12N2O in the gas phase at a distorted geometry from OMol25. Energies are from ωB97M-V/def2-TZVPD.

Atoms and positions in Å:
1 C 0.69793 0.25480 -3.40399
2 N 0.71948 0.15409 -2.15858
3 C -0.38485 0.71537 -1.39472
4 C 0.03870 0.91568 0.05691
5 C -0.10366 -0.36726 0.87627
6 N -1.53677 -0.66398 1.06469
7 C 0.59265 -0.17416 2.20868
8 O 0.46694 -1.28439 3.09140
9 H -0.08139 0.70922 -4.04244
10 H 1.53683 -0.14050 -3.99422
11 H -1.29727 0.12216 -1.52681
12 H -0.64280 1.69415 -1.81749
13 H 1.09374 1.18164 -0.00910
14 H -0.52408 1.73699 0.49524
15 H 0.36506 -1.16078 0.29484
16 H -1.76484 -1.59083 0.72351
17 H -1.73469 -0.71669 2.05920
18 H 1.64143 0.06427 2.03184
19 H 0.12238 0.64475 2.76112
20 H 0.79521 -2.09452 2.68366

Atoms 1-3, force components in eV/Å:
0.4769 -0.1852 -1.2652
-0.1063 -0.2844 0.2905
-0.3200 0.8039 -0.2586

## Properties
SMILES: C=NCC[C@H](N)CO
HOMO: -9.290 eV
frontier orbital gap: 10.23 eV
total charge: 0
E_LUMO: 0.03460 Ha

Let us look at the Mulliken charges, expressed in e, one per atom:
1. C -0.281
2. N -0.411
3. C -0.769
4. C -0.836
5. C 0.311
6. N -0.634
7. C -0.852
8. O -0.517
9. H 0.255
10. H 0.252
11. H 0.381
12. H 0.452
13. H 0.325
14. H 0.427
15. H 0.315
16. H 0.243
17. H 0.279
18. H 0.387
19. H 0.351
20. H 0.320

Here is 2 unconnected molecules or ions with the total composition HN2O2S at a distorted geometry from OMol25. Energies are from ωB97M-V/def2-TZVPD.

Atoms and positions in Å:
1 N 0.23203 1.01418 -0.53940
2 N -1.19577 -0.28439 -0.07931
3 O -0.86122 -1.09527 0.80375
4 O -2.25327 -0.20572 -0.66954
5 S 1.34128 0.70411 0.43492
6 H 2.73694 -0.13290 0.04959

Atoms 1-3, force components in eV/Å:
-1.1382 -0.5378 -1.0091
2.0240 -0.0379 0.3612
-1.4956 0.8309 -1.3560

## Properties
HOMO (spin up / spin down): -3.459 / -3.460 eV
frontier orbital gap (spin up / spin down): 7.41 / 7.41 eV
total charge: -1
E_LUMO (spin up / spin down): 0.14531 / 0.14531 Ha

Let us look at the Mulliken charges, expressed in e, one per atom:
1. N -0.262
2. N 0.559
3. O -0.524
4. O -0.580
5. S -0.195
6. H 0.003

Here is a molecular structure, C14H5AgCl5NO6 from OMol25. Energies are from ωB97M-V/def2-TZVPD.

Atoms and positions in Å:
1 Ag -0.52683 -1.03203 -1.03529
2 O -4.35067 -1.99651 3.96614
3 C -3.62265 -1.84638 2.99894
4 C -2.21438 -1.33764 3.01818
5 O -1.59830 -0.93994 4.01021
6 C -1.74107 -1.37569 1.64102
7 C -2.80693 -1.77133 0.75715
8 O -2.70442 -1.79880 -0.49263
9 C -3.99251 -2.11712 1.56448
10 O -5.07299 -2.52910 1.16804
11 O -0.58034 -1.05070 1.23791
12 Cl 5.99063 0.72432 -4.31893
13 C 4.37932 0.22778 -3.91643
14 C 3.63229 0.92253 -2.96434
15 Cl 4.33539 2.30108 -2.18597
16 C 2.34502 0.53361 -2.63938
17 Cl 1.41927 1.41928 -1.48504
18 C 1.71228 -0.59788 -3.24439
19 O 0.53721 -0.97678 -2.97962
20 C 2.51282 -1.27412 -4.21671
21 Cl 1.78955 -2.64270 -4.98749
22 C 3.79643 -0.87428 -4.53915
23 Cl 4.70134 -1.75050 -5.73175
24 C -0.68880 2.36414 3.71091
25 C -1.09427 1.73145 2.38391
26 C -0.92541 2.61858 1.23420
27 N -0.80415 3.30259 0.31802
28 H -0.83870 1.62286 4.49441
29 H -1.28770 3.24884 3.93479
30 H 0.36219 2.65620 3.69885
31 H -2.13945 1.41809 2.41042
32 H -0.52418 0.82013 2.18954

Atoms 1-3, force components in eV/Å:
-0.0092 -0.0541 -0.0231
-0.0012 -0.0021 0.0004
-0.0025 0.0024 0.0014

## Properties
HOMO: -1.387 eV
frontier orbital gap: 5.27 eV
total charge: -2
E_LUMO: 0.14270 Ha

Let us look at the Mulliken charges, expressed in e, one per atom:
1. Ag 0.453
2. O -0.692
3. C 0.347
4. C 0.131
5. O -0.771
6. C 1.002
7. C 0.810
8. O -0.793
9. C 0.082
10. O -0.715
11. O -0.995
12. Cl -0.233
13. C 0.362
14. C 0.060
15. Cl -0.213
16. C 0.272
17. Cl -0.100
18. C -0.156
19. O -0.848
20. C 0.493
21. Cl -0.204
22. C -0.062
23. Cl -0.220
24. C -1.352
25. C 0.512
26. C 0.134
27. N -0.543
28. H 0.344
29. H 0.351
30. H 0.305
31. H 0.188
32. H 0.050

Here is C5H7N in the gas phase at a distorted geometry from OMol25. Energies are from ωB97M-V/def2-TZVPD.

Atoms and positions in Å:
1 C -1.67731 -0.30272 -0.55368
2 N -0.65477 -0.18237 0.42912
3 C -0.18614 0.64197 1.52963
4 C 0.62309 -0.08558 0.49940
5 C 1.79676 -0.26286 -0.19052
6 C 1.98731 -1.00655 -1.33482
7 H -1.25042 -0.85484 -1.39169
8 H -2.04426 0.67576 -0.88645
9 H -2.48887 -0.87848 -0.11903
10 H -0.39262 1.70957 1.44199
11 H -0.29563 0.23963 2.53897
12 H 1.94799 0.85073 0.14301
13 H 2.63488 -0.54427 -2.10594

Atoms 1-3, force components in eV/Å:
-0.3734 -0.2081 -0.2019
-0.0974 -0.4956 0.1666
-0.1307 0.2006 0.2212

## Properties
HOMO: -7.352 eV
frontier orbital gap: 7.76 eV
total charge: 0
E_LUMO: 0.01484 Ha

Let us look at the Mulliken charges, expressed in e, one per atom:
1. C -0.766
2. N 0.020
3. C -0.371
4. C 0.244
5. C -0.192
6. C -0.571
7. H 0.311
8. H 0.292
9. H 0.279
10. H 0.260
11. H 0.213
12. H 0.142
13. H 0.140

Here is C5H10O in the gas phase from OMol25. Energies are from ωB97M-V/def2-TZVPD.

Atoms and positions in Å:
1 C -1.62208 -0.42964 0.43116
2 C -0.81593 0.44080 -0.50945
3 C 0.04516 1.55540 0.00495
4 C 0.68766 0.37582 -0.67813
5 C 1.58831 -0.57447 0.09622
6 O 1.21646 -1.93364 -0.02970
7 H -1.87608 -1.39323 -0.02866
8 H -1.09328 -0.61893 1.37308
9 H -2.56880 0.05967 0.69051
10 H -1.34480 0.65633 -1.43715
11 H 0.03090 2.52529 -0.48317
12 H 0.16170 1.60159 1.08705
13 H 1.00388 0.53664 -1.70691
14 H 2.61084 -0.51860 -0.29585
15 H 1.65173 -0.27722 1.15609
16 H 0.32432 -2.00582 0.32996

Atoms 1-3, force components in eV/Å:
0.0419 -0.0291 0.0708
-0.1045 -0.0221 -0.0668
0.0059 0.1816 0.0949

## Properties
SMILES: C[C@H]1C[C@H]1CO
HOMO: -10.179 eV
frontier orbital gap: 11.22 eV
total charge: 0
E_LUMO: 0.03842 Ha

Let us look at the Mulliken charges, expressed in e, one per atom:
1. C -1.656
2. C 0.423
3. C -0.760
4. C 0.033
5. C -0.729
6. O -0.532
7. H 0.340
8. H 0.406
9. H 0.362
10. H 0.326
11. H 0.279
12. H 0.234
13. H 0.339
14. H 0.356
15. H 0.261
16. H 0.319

Here is 3 unconnected molecules or ions with the total composition C26H45F2N5O7 at a distorted geometry from OMol25. Energies are from ωB97M-V/def2-TZVPD.

Atoms and positions in Å:
1 C 2.45658 3.49542 4.16459
2 C 3.58014 4.15585 3.41580
3 N 4.74220 3.98899 3.86404
4 C 3.21884 5.00827 2.21773
5 C 3.18343 4.30110 0.86110
6 N 4.35495 3.56966 0.36278
7 C 5.53882 4.33442 0.23156
8 O 6.29397 4.19635 -0.68682
9 F 5.78540 5.21507 1.18422
10 C 4.63005 2.29275 0.89062
11 O 5.51925 2.02251 1.65404
12 F 3.87608 1.36441 0.37666
13 O 3.09137 5.39243 -0.09073
14 C 2.14310 5.10214 -1.03187
15 O 1.74718 5.87774 -1.83555
16 O 1.74781 3.81484 -0.85121
17 C 1.82106 3.68789 0.55746
18 N 1.50403 2.39606 1.05854
19 H 1.49141 3.68217 3.71640
20 H 2.65743 2.45124 4.33384
21 H 2.43117 3.97072 5.13463
22 H 5.39824 4.50983 3.28452
23 H 3.86932 5.86566 2.18982
24 H 2.22537 5.39110 2.38453
25 H 1.08776 4.41548 0.91557
26 H 1.14084 2.45585 1.99346
27 H 0.79234 2.01444 0.45082
28 C -4.33209 0.91294 3.35825
29 C -3.79033 1.77188 2.19100
30 C -4.95107 2.31482 1.35598
31 C -5.62178 1.25573 0.48305
32 C -4.58824 0.52548 -0.37230
33 C -3.43231 -0.05084 0.44418
34 N -2.84675 0.97636 1.35284
35 O -2.08938 1.76667 0.67681
36 C -3.91502 -1.27453 1.24473
37 C -2.35966 -0.58452 -0.49763
38 C -3.05716 2.94064 2.84101
39 H -4.51748 1.52970 4.23627
40 H -5.27628 0.42293 3.12583
41 H -3.61280 0.14994 3.65484
42 H -4.58599 3.11883 0.70928
43 H -5.68880 2.76561 2.02293
44 H -6.18161 0.54542 1.09733
45 H -6.35558 1.73566 -0.16683
46 H -5.07011 -0.28104 -0.92778
47 H -4.19452 1.22237 -1.11890
48 H -3.13488 -1.63053 1.91817
49 H -4.15935 -2.08881 0.56381
50 H -4.81282 -1.09014 1.82959
51 H -2.01241 0.17115 -1.20090
52 H -2.76092 -1.40846 -1.08624
53 H -1.49870 -0.95808 0.05901
54 H -2.20507 2.59125 3.42742
55 H -3.73654 3.46700 3.50926
56 H -2.69963 3.66341 2.10930
57 C 1.36102 -6.41069 -3.43013
58 C 0.31918 -5.62113 -2.60238
59 C -0.60378 -4.83463 -3.53429
60 C 0.06308 -3.61346 -4.16588
61 C 0.69547 -2.72747 -3.09395
62 C 1.64293 -3.48575 -2.16666
63 N 1.00036 -4.71875 -1.62993
64 O 0.18703 -4.40600 -0.68247
65 C 2.94300 -3.83165 -2.91619
66 C 2.07393 -2.57159 -1.02439
67 C -0.50149 -6.66947 -1.85892
68 H 0.97979 -7.39751 -3.68830
69 H 1.61510 -5.92661 -4.37223
70 H 2.27939 -6.56532 -2.86442
71 H -1.48218 -4.50020 -2.97309
72 H -0.97253 -5.50076 -4.31720
73 H 0.81233 -3.91777 -4.90171
74 H -0.68392 -3.03889 -4.71692
75 H 1.23365 -1.90550 -3.56979
76 H -0.10312 -2.26972 -2.50058
77 H 3.58401 -4.46924 -2.30657
78 H 3.49711 -2.91991 -3.13662
79 H 2.78114 -4.32486 -3.87155
80 H 1.22411 -2.16485 -0.47877
81 H 2.63548 -1.72870 -1.42490
82 H 2.71400 -3.10078 -0.31758
83 H 0.12143 -7.23467 -1.16413
84 H -0.93119 -7.36708 -2.57643
85 H -1.32624 -6.23030 -1.30088

Atoms 1-3, force components in eV/Å:
0.0735 0.5271 0.0790
-0.4618 -0.4534 0.0085
0.5392 0.2961 -0.1231

## Properties
multiplicity: 3
HOMO (spin up / spin down): -8.471 / -9.395 eV
frontier orbital gap (spin up / spin down): 8.78 / 9.32 eV
total charge: 0
E_LUMO (spin up / spin down): 0.01143 / -0.00257 Ha

Let us look at the Mulliken charges, expressed in e, one per atom:
1. C -1.478
2. C 0.814
3. N -0.667
4. C -1.579
5. C 1.473
6. N 0.146
7. C 0.464
8. O -0.511
9. F -0.190
10. C 0.603
11. O -0.457
12. F -0.171
13. O -0.539
14. C 0.453
15. O -0.527
16. O -0.460
17. C -0.588
18. N -0.393
19. H 0.383
20. H 0.296
21. H 0.414
22. H 0.312
23. H 0.556
24. H 0.574
25. H 0.770
26. H 0.113
27. H 0.192
28. C -1.808
29. C 1.963
30. C -1.356
31. C -0.523
32. C -1.224
33. C 2.190
34. N 0.505
35. O -0.578
36. C -1.808
37. C -2.715
38. C -2.025
39. H 0.488
40. H 0.332
41. H 0.331
42. H 0.387
43. H 0.354
44. H 0.324
45. H 0.389
46. H 0.394
47. H 0.389
48. H 0.377
49. H 0.438
50. H 0.343
51. H 0.411
52. H 0.473
53. H 0.628
54. H 0.468
55. H 0.490
56. H 0.334
57. C -1.843
58. C 1.905
59. C -1.252
60. C -0.568
61. C -0.751
62. C 1.799
63. N 0.418
64. O -0.597
65. C -1.801
66. C -1.755
67. C -1.916
68. H 0.491
69. H 0.307
70. H 0.330
71. H 0.368
72. H 0.343
73. H 0.318
74. H 0.411
75. H 0.424
76. H -0.105
77. H 0.370
78. H 0.429
79. H 0.315
80. H 0.154
81. H 0.494
82. H 0.456
83. H 0.456
84. H 0.461
85. H 0.364